No. 1
106
Properties=species:S:1:pos:R:3:forces:R:3:mulliken_charge:R:1 method="wB97M-V/def2-TZVPD" multiplicity=1 total_charge=0 total_energy_ev=-159768.84915 smiles=CCN(CC)CC.CCN(CC)CC.CCN(CC)CC.ClCCCl.ClCCCl.ClCCCl.ClCCCl.ClCCCl lumo_energy_ev=0.3073 relative_energy_ev=0.000 e_homo_ev=-7.92
C -39.5048 11.6026 13.4938 5.2 6.4 -2.9 -1.366
C -41.0980 12.9309 15.4818 0.5 2.4 0.4 -0.662
H -35.8763 14.6225 10.1241 0.1 -1.3 0.9 0.116
C -44.3555 9.1012 9.2162 2.5 -0.9 -0.3 0.568
H -38.2057 17.5473 6.1758 0.6 -3.0 0.2 0.365
C -42.2266 15.3831 6.1723 5.1 -1.5 0.8 0.362
Cl -37.2459 16.0701 7.9789 -0.3 0.3 -1.1 -0.143
C -42.9227 15.2295 12.1651 -2.3 -1.9 2.3 0.837
H -41.2636 8.7168 4.0550 1.5 0.2 -0.3 0.318
H -42.8984 15.5793 4.0434 -0.6 -2.1 -0.6 0.409
H -46.3368 8.3351 8.4319 0.8 1.1 -0.1 0.367
Cl -43.0573 16.6559 13.2216 -0.4 0.0 0.0 -0.230
C -44.2434 15.0177 8.6057 0.0 3.4 3.4 -0.859
C -40.8784 11.7619 13.3438 -2.7 6.0 -5.3 0.676
H -36.9033 15.0149 5.1831 -0.4 0.3 0.8 0.461
H -42.4580 10.7976 15.9577 -0.8 0.7 1.4 0.581
H -41.5626 10.2641 3.9663 0.0 1.1 -0.7 0.461
H -38.2669 15.2990 4.3464 -1.0 1.7 -1.2 0.524
H -45.2589 14.6109 7.0134 -1.2 -1.6 -1.2 0.483
H -43.8201 10.5379 13.9401 -3.3 2.9 -1.3 0.402
H -37.5776 11.0319 7.5410 -0.2 0.3 -0.9 0.009
H -41.9828 14.3510 17.2209 0.5 -1.6 -1.2 0.351
C -43.5189 13.4113 5.5677 -0.8 0.8 -1.4 -0.931
C -35.4844 13.5522 10.0996 1.8 2.9 -0.3 -0.295
C -45.2279 8.2079 8.3832 -2.4 0.9 0.5 -0.638
N -43.1534 14.4942 6.4761 -6.6 -3.9 4.4 1.024
H -38.3577 8.0241 7.3691 -1.5 0.8 0.1 0.371
H -40.0110 11.0288 8.2705 -0.5 -0.5 1.8 -0.656
H -34.2912 14.1993 8.2115 -2.9 -0.3 0.8 0.276
H -43.0331 16.7998 5.0244 -2.0 3.3 0.5 0.516
C -42.9742 10.0508 14.1007 2.7 -4.7 1.7 -1.381
H -44.9342 12.1653 7.0926 2.3 0.0 -2.7 0.185
H -41.2576 10.0936 15.2088 5.2 -4.0 0.9 0.502
H -43.5541 13.0996 12.1343 0.9 -1.7 -1.7 -0.116
H -38.8470 13.1095 8.3022 -3.2 -0.2 1.6 -0.449
H -44.0101 14.0338 8.7904 0.5 -2.2 1.3 0.228
H -42.8110 12.7456 16.7219 -0.1 0.5 0.6 0.279
C -37.1309 10.3888 6.7346 -0.4 4.0 -0.1 -0.951
H -41.6674 9.3805 6.1555 1.8 0.6 -0.9 0.214
H -42.0295 16.1557 7.0096 0.0 -1.4 -1.2 0.287
H -39.2888 16.2952 6.8855 0.9 -0.2 -0.7 -0.131
H -40.4309 12.3907 16.0778 1.4 -0.7 1.4 0.489
H -42.5097 9.5702 13.2365 -0.3 0.6 -0.2 0.340
H -41.4786 16.3316 4.5503 -0.8 0.2 0.0 0.355
Cl -40.0630 14.0471 10.3543 0.2 -0.2 -1.3 -0.238
H -36.9207 9.6434 7.4475 0.8 -1.9 -0.2 0.340
C -40.3113 11.5615 9.2389 3.6 0.9 0.4 0.563
Cl -34.1193 12.0380 8.3540 -0.6 -0.8 -0.6 -0.199
H -39.1438 7.5105 6.0627 0.8 -2.3 -3.6 0.577
H -43.8525 13.6514 13.6729 0.0 1.3 -1.3 0.168
C -42.1916 13.5884 16.3887 -0.8 -0.7 -0.6 -1.110
Cl -36.6778 12.3948 10.6040 -0.5 -0.3 0.0 -0.078
H -40.6578 13.3528 8.2007 -4.8 2.6 -4.4 -0.469
H -43.2795 11.8212 6.9109 5.5 -1.8 4.4 -0.459
H -36.2145 13.5003 7.9288 2.7 -0.1 1.2 0.082
C -39.9909 13.0209 8.7923 7.6 -2.6 5.3 1.076
Cl -38.6494 13.6200 5.5891 -0.9 -1.6 1.3 0.110
C -40.7367 9.6957 4.3537 -3.1 -5.3 -16.2 -1.718
C -39.3367 8.1657 6.8003 0.3 1.1 2.5 -0.780
H -42.6765 13.1568 4.8616 -0.3 0.2 1.0 0.438
C -38.2612 10.1386 5.6595 -1.4 -2.0 0.2 -0.319
H -41.0754 12.7887 12.6905 0.5 -1.9 1.1 -0.891
C -43.8258 13.9872 12.5791 -0.5 2.4 2.3 0.058
H -43.2791 8.6314 9.1113 -2.0 1.2 0.3 -0.092
H -40.8476 10.8932 5.6575 0.0 0.1 1.6 -0.217
C -43.9534 12.0778 6.2931 -6.9 2.8 -3.1 -0.195
H -41.9365 14.9523 12.2868 2.1 -0.6 -0.4 -0.101
H -44.6186 16.0691 6.7869 0.4 1.1 -0.4 0.467
H -40.9485 8.0119 8.4552 0.9 -1.0 -2.2 -0.092
H -41.3628 7.4363 6.7736 -1.3 0.0 -1.0 0.382
H -43.6434 15.7218 9.2369 1.4 -0.6 -1.4 0.297
H -34.5617 13.4669 10.8795 -2.0 0.2 -2.5 0.357
H -43.2612 15.4563 11.2028 0.2 0.6 -1.4 -0.456
Cl -41.9450 11.4410 9.6445 -2.8 -0.4 0.1 -0.046
C -40.5649 7.4859 7.4443 1.2 0.9 3.8 -1.028
H -41.3838 14.6105 5.9833 0.3 1.9 0.7 -0.431
Cl -44.7579 8.9617 10.9916 0.0 0.4 -1.1 -0.194
N -41.5769 11.9737 14.4730 -3.6 0.8 3.6 0.996
H -39.4462 10.6764 13.5523 1.9 -8.8 0.3 0.656
H -36.1695 11.0506 6.4768 -2.1 -2.0 -0.1 0.258
H -39.1152 11.9627 12.4349 0.2 -1.0 2.2 -0.107
H -44.0818 11.2596 5.5524 -0.4 0.6 0.5 0.435
C -35.1860 13.5029 8.5462 1.4 -0.3 0.4 -0.301
H -44.2971 10.1360 8.8159 -0.3 -0.6 0.8 -0.251
Cl -44.7636 8.1701 6.7092 0.4 0.2 -0.9 -0.172
H -38.8344 11.9553 14.3154 -1.2 0.7 -0.6 0.376
C -42.4768 15.9659 4.9256 3.6 3.3 -4.0 -1.849
H -39.8499 9.7979 3.7338 0.0 0.3 0.2 0.283
C -40.7223 9.7795 5.5941 -1.1 4.4 15.2 0.238
C -37.9910 15.1716 5.3491 2.4 2.7 1.1 -1.177
H -44.2687 13.9224 4.8125 0.6 -1.7 1.2 0.285
H -39.8250 11.2944 10.3322 -0.2 0.5 -3.5 0.082
N -39.5184 9.5332 6.3142 1.6 0.2 2.3 0.721
H -45.2305 7.2436 8.7458 0.9 -2.3 0.8 0.409
Cl -45.5050 14.3569 12.0208 0.1 -0.2 0.3 -0.220
H -41.2779 11.0586 12.5713 0.0 0.1 1.2 0.035
C -41.9766 10.7063 15.0302 -5.0 3.2 -1.7 -0.959
H -43.4094 9.1553 14.6246 0.6 0.4 -0.1 0.467
H -38.0456 9.1670 5.0483 0.7 2.5 -0.2 0.369
H -40.2913 6.4338 7.7118 -0.2 0.9 -0.1 0.448
C -44.3502 15.1019 7.1625 1.0 0.3 -1.3 -1.596
H -40.5100 13.8717 15.1976 -0.5 -1.7 -1.0 0.295
H -42.8096 14.1158 15.6749 -0.4 0.4 -0.1 0.211
C -38.2470 16.3842 6.4729 -1.4 -0.1 -0.5 -0.007
H -38.6778 11.1036 5.0794 1.6 -2.4 1.1 0.207
H -45.0671 15.4090 9.2348 -1.1 -1.1 -1.1 0.516

No. 2
117
Properties=species:S:1:pos:R:3:forces:R:3:mulliken_charge:R:1 method="wB97M-V/def2-TZVPD" multiplicity=1 total_charge=+1 total_energy_ev=-126269.42815 lumo_energy_ev=-1.9712 e_homo_ev=-11.32
C 0.1522 5.1336 3.5341 -1.7 -1.0 -1.0 -0.682
H 1.5124 -4.4444 3.9371 0.4 -0.3 -0.5 0.358
H 4.3104 -0.0725 4.0397 0.1 -0.4 -0.3 0.102
H -3.1987 -3.8989 -0.8183 0.0 -0.1 -1.0 0.070
C 2.4297 -3.0711 -2.1926 0.5 -0.4 -0.9 -0.055
H -3.7844 2.9053 -2.9365 0.0 0.0 0.2 0.465
C 5.9214 -1.8477 -0.0128 -0.4 -0.2 0.4 -1.007
H 4.9866 -0.5318 -1.4326 1.0 0.2 -0.6 0.192
S -1.3928 4.0961 1.4963 -0.8 2.4 0.0 1.027
S 0.2286 -4.4381 -2.9988 1.7 -1.1 3.2 1.173
C -0.8735 1.8711 -4.3108 1.5 1.7 2.0 -0.708
O 3.2553 -2.4285 3.2337 -1.0 0.1 -0.5 -0.728
O -0.2298 -4.7022 -4.3483 -0.1 0.2 0.7 -0.675
H -0.6081 -3.7513 4.8462 1.1 -0.2 0.2 0.407
O -2.2042 -1.2499 -0.4164 -1.4 -0.6 -1.2 -0.103
O 2.0834 1.1229 0.0308 2.8 0.1 1.3 0.168
H 5.0868 -2.5323 -0.1641 0.2 -0.3 -0.2 0.155
H 3.4350 3.9887 0.3761 -1.0 -1.2 0.4 -0.018
C -2.1268 4.0983 3.1510 1.0 1.5 0.5 -0.663
O -4.2741 0.0165 -1.0066 -1.3 2.8 -0.7 -0.268
N -0.3070 0.2156 0.4955 -1.5 0.0 0.1 2.654
H -1.4100 -1.5768 4.1676 0.6 0.1 0.6 0.534
C -2.1646 2.6139 -4.3127 -1.0 -1.5 0.4 -0.774
C 3.8047 3.4388 -0.4894 1.1 2.3 -1.4 0.436
H -3.2115 4.1705 3.0720 0.2 -0.2 0.1 0.501
H -2.0161 3.6925 -4.2607 0.0 0.0 -0.4 0.380
H 0.6557 0.4579 0.3100 1.5 -0.2 -0.2 -0.057
H -4.8806 -4.2887 -1.4249 0.3 -0.6 0.6 0.416
H -4.9472 -0.6699 0.8367 0.1 -0.6 -0.5 0.237
H 1.5393 -1.0847 -2.0498 0.4 0.1 -0.4 -0.525
H 3.4236 -2.7430 -2.4969 0.5 -0.5 0.9 0.545
S 1.9138 -2.4000 2.6707 -0.5 -1.4 -3.1 0.988
H 5.9190 0.3910 -0.1811 0.6 -0.3 -0.4 0.532
C 1.5382 -1.9736 -2.6807 -2.5 -1.5 1.1 0.235
C -4.8292 -2.8969 -3.7825 1.0 -0.6 -2.2 -1.178
H -0.7182 1.0293 0.9301 -0.2 0.2 0.8 0.332
H -1.2577 -4.0096 3.3381 0.1 0.0 -0.4 0.282
H -5.4449 -4.4396 1.0206 -0.6 1.5 0.5 0.409
O 0.5093 3.3246 -2.1028 -0.8 -1.1 -0.5 -0.721
H 0.7308 -4.6495 2.2819 0.4 0.3 0.0 0.465
O 4.1657 -0.4227 0.2769 -3.8 3.0 2.5 0.356
H -3.9559 -3.5312 -3.9344 0.0 -0.6 0.6 0.298
C 0.8624 -1.3825 3.7415 -1.2 0.0 0.1 -0.951
H -1.7262 3.1949 3.6108 -0.5 -0.2 0.0 0.257
H -3.1383 0.9559 1.2699 -0.3 0.1 1.0 -0.052
H -5.9047 0.5335 0.1095 0.1 0.2 -0.5 0.487
P 3.5332 1.0603 0.4664 -1.6 0.2 1.1 -1.024
H -4.1768 2.0459 0.3849 0.5 1.0 0.6 0.221
H -2.6922 2.2825 -5.2071 -0.3 0.6 -0.1 0.362
H 0.9305 3.7910 1.8353 0.0 -0.3 0.5 -0.017
H 5.8208 0.6551 4.4497 0.4 -0.4 0.1 0.416
C 0.1100 -2.6199 -2.4687 -0.3 -0.7 -2.0 -0.252
P -3.4587 -1.2198 -1.2262 0.7 -5.1 -1.6 -0.107
H -0.9358 -1.9064 2.5900 0.2 0.3 -0.4 -0.442
H -0.1751 2.3815 -4.9741 0.4 -0.5 0.1 0.453
H 1.2200 -1.5630 4.7553 0.3 -0.2 0.0 0.562
O 4.4198 2.1919 -0.2413 0.7 -1.9 0.5 -0.378
C -4.1791 1.2453 1.1246 -0.4 0.5 -2.8 -0.652
H 2.3919 -5.1477 -2.1244 -0.3 -0.6 -0.6 0.454
H -0.3291 -2.7656 -1.4818 0.5 0.7 0.2 -0.052
O -4.6175 -2.3795 -0.8981 1.9 1.4 0.1 -0.377
H -4.1173 -0.9819 -4.7225 1.0 -0.8 -0.2 0.591
C -4.2718 -1.5125 -3.7830 -3.1 1.8 1.9 -0.502
H -5.2775 -2.9998 -4.7706 -0.7 -0.2 0.2 0.470
H -0.8336 0.1388 -0.3629 0.2 -0.3 -0.7 -0.499
H 0.5053 5.3372 1.2928 0.0 0.5 0.4 0.510
H -0.5946 -2.1708 -3.1686 -0.4 -0.1 0.3 0.217
O 0.2025 0.7953 -2.0929 -0.4 1.5 0.0 -0.233
C 5.1127 1.3786 2.6278 0.0 0.0 -0.1 -0.358
H -4.1639 -5.2295 0.9795 1.2 -0.3 -0.8 0.477
H -1.7724 6.2849 3.4299 0.0 -0.2 -1.0 0.349
H 5.8335 -0.5849 3.1269 -0.4 -0.2 0.5 0.220
H 1.0174 -0.3173 3.5697 -0.2 -0.1 -0.4 0.370
H -0.5091 -0.6655 0.9461 0.4 -0.1 0.4 -0.319
C 4.8374 4.5401 -0.9328 0.1 -0.8 -0.7 -1.459
C 0.9253 -3.9985 3.1342 -0.3 1.5 1.1 -0.950
H 4.4755 5.5339 -0.6692 -0.2 -0.1 0.0 0.405
H -1.4858 5.6071 4.8586 -0.5 -1.3 0.4 0.430
H 5.8315 4.4575 -0.4933 -0.1 -0.3 0.3 0.357
H -3.8546 -3.6709 1.5768 -0.3 0.6 -0.5 0.254
H 1.7360 -1.8038 -3.7391 -0.3 0.4 0.0 0.513
H -4.9153 1.4996 1.8871 0.8 -0.1 0.6 0.502
C -1.9850 2.3450 -1.8388 -0.4 1.9 -0.2 0.261
O 3.8109 1.4635 2.0277 -1.8 -1.4 -1.9 -0.088
C 0.2532 4.6129 2.0673 0.1 0.2 -0.8 -0.431
O -1.9787 5.2283 0.6890 1.3 -3.2 1.6 -0.789
H 5.1450 2.3866 3.0413 0.7 -0.3 0.5 0.538
H 2.2278 -3.2578 -1.1379 0.7 0.5 0.2 -0.224
H 5.8868 1.2662 1.8688 0.0 0.4 -0.1 0.232
H -5.0151 -0.8484 -3.3419 -1.0 0.1 -0.4 0.336
H -5.4829 -3.2390 -2.9802 0.2 0.5 -0.2 0.137
C -0.5745 -2.0047 3.6136 0.7 0.4 -1.3 0.146
H 6.8072 -2.2166 -0.5299 -0.1 0.4 -0.2 0.386
C -4.4102 -4.1844 0.7920 -1.7 -1.8 0.0 -1.494
O -1.3598 2.7089 1.0286 -0.1 1.0 -0.2 -0.981
H -3.3646 1.2155 -2.8950 0.0 -0.1 -1.3 -0.339
O -3.2410 -1.3213 -2.8574 2.7 0.2 3.1 0.067
H 4.9898 4.5169 -2.0118 0.0 0.0 0.0 0.346
H -2.2184 1.8257 -0.9093 0.2 -0.5 -0.5 -0.524
S -0.2895 2.1458 -2.4325 0.0 -1.6 -1.5 0.950
H -2.0581 3.3890 -1.5341 0.4 0.2 0.1 0.384
H 2.5458 -4.6210 -3.8521 -0.1 0.2 0.0 0.402
H -0.9112 0.7839 -4.3784 0.0 0.2 -0.1 0.248
C -4.8636 0.2374 0.2384 -1.8 -0.8 2.8 -0.551
H 6.0853 -1.9033 1.0634 0.3 0.2 0.1 0.168
H 0.3924 4.3074 4.2033 0.5 0.1 0.0 0.298
C 5.2742 0.2117 3.6174 -0.2 1.5 -0.1 -0.990
C -4.2730 -3.7897 -0.6701 1.5 1.1 0.7 0.110
H 0.7915 5.9954 3.7258 -0.3 -0.1 0.0 0.372
C 2.0955 -4.4202 -2.8800 -0.5 0.4 0.5 -1.067
H 3.1449 3.2021 -1.3242 -0.7 0.9 0.5 0.077
O -0.1670 -5.3220 -1.8165 0.2 2.3 -3.0 -0.688
C 5.3292 -0.4995 -0.3983 2.6 -1.1 -2.0 -0.218
C -2.9504 2.2122 -3.0466 0.2 -0.2 1.1 0.062
C -1.4004 5.3324 3.8073 0.8 0.9 -0.4 -0.888
O 1.7704 -2.1551 1.1459 -0.1 -0.3 4.8 -0.335
C -0.4094 -3.5069 3.8027 -0.6 -0.3 -0.4 -0.725